Formula: C42H58GeN10SeW
Source: the OMol25 dataset
Level of theory: wB97M-V/def2-TZVPD

Structure (ORCA input):
```
! wB97M-V def2-TZVPD RIJCOSX def2/J DEFGRID3
* xyz 3 4
W -0.3895 0.3840 -0.3576
N -1.0237 0.0986 -2.5933
C -2.3396 -0.4346 -2.9917
C -3.3664 0.0722 -1.9858
N -2.7680 0.0363 -0.6358
C -3.4872 0.9433 0.2732
C -3.0247 0.6418 1.6920
N -1.5453 0.6263 1.6937
H -1.0350 1.1149 -2.8468
H -0.3190 -0.3506 -3.1865
H -2.3102 -1.5233 -2.9870
H -2.6122 -0.1164 -4.0034
H -4.2735 -0.5386 -2.0317
H -3.6457 1.1008 -2.2101
H -2.9160 -0.9212 -0.2941
H -4.5764 0.8262 0.2027
H -3.2274 1.9712 -0.0027
H -3.4027 -0.3392 1.9905
H -3.4245 1.3794 2.3918
H -1.2137 -0.1176 2.3122
H -1.2135 1.5121 2.0883
C -0.3189 3.0522 -3.9904
N -1.2611 2.8242 -2.8842
C -2.6325 3.1192 -3.3135
C -0.8185 3.4005 -1.6562
N -0.7402 2.5812 -0.6124
C -0.5839 3.2788 0.6384
C -1.5460 4.1838 1.0468
C -1.2829 5.0894 2.0836
C -0.0041 5.2246 2.5557
C 1.0161 4.3461 2.1361
C 2.3789 4.5767 2.4309
C 3.3365 3.7701 1.8828
C 2.9679 2.5418 1.3167
C 1.6427 2.2004 1.1646
N 1.1606 0.8570 1.2329
C 1.6717 0.1420 2.2201
N 2.7715 0.5177 2.9536
C 2.6340 0.6482 4.3971
C 4.1497 0.1858 2.6077
N 0.9460 -1.0387 2.5499
C 0.1701 -1.0200 3.8000
C 1.8773 -2.1762 2.5648
C 0.6624 3.2328 1.3215
N -0.4380 4.6894 -1.6704
C -1.1936 5.7141 -2.3720
C 0.7658 5.1952 -1.0422
H -0.5836 2.3794 -4.8055
H 0.6988 2.8362 -3.6650
H -0.3489 4.0684 -4.3840
H -2.9846 2.3175 -3.9644
H -2.6877 4.0438 -3.8916
H -3.2873 3.2095 -2.4483
H -2.4892 4.2442 0.5217
H -2.0674 5.7494 2.4200
H 0.2502 6.0369 3.2191
H 2.6458 5.4258 3.0391
H 4.3818 4.0091 1.9782
H 3.7327 1.8566 1.0016
H 2.8235 -0.2767 4.9488
H 1.6590 1.0505 4.6618
H 3.3863 1.3724 4.7136
H 4.7978 1.0391 2.7990
H 4.2273 -0.1357 1.5741
H 4.4900 -0.6381 3.2384
H -0.6355 -1.7504 3.7318
H -0.2381 -0.0308 4.0049
H 0.7821 -1.3066 4.6587
H 2.4985 -2.1466 1.6700
H 1.2924 -3.0927 2.5508
H 2.5158 -2.1913 3.4530
H -2.2581 5.4981 -2.3389
H -0.8750 5.8529 -3.4068
H -1.0343 6.6557 -1.8474
H 1.4390 4.3828 -0.7796
H 0.5483 5.7970 -0.1587
H 1.2700 5.8311 -1.7729
C -1.5435 -2.8719 1.4257
Ge -0.3878 -2.1798 -0.0935
C -1.4520 -3.1134 -1.6039
C -2.8150 -3.3248 -1.4332
C -3.5759 -3.9177 -2.4292
C -2.9787 -4.3203 -3.6109
C -1.6219 -4.1211 -3.7889
C -0.8636 -3.5223 -2.7945
C 1.1518 -3.4353 -0.4032
C 1.9902 -2.9810 -1.4212
C 3.1488 -3.6377 -1.8009
C 3.4748 -4.8430 -1.2091
C 2.6107 -5.4189 -0.2643
C 2.8750 -6.7075 0.2504
C 2.0035 -7.3178 1.1275
C 0.8579 -6.6418 1.5311
C 0.5855 -5.3702 1.0543
C 1.4372 -4.7166 0.1481
H -2.0679 -3.7735 1.1236
H -2.3021 -2.1518 1.7297
H -0.9678 -3.1203 2.3087
H -3.3158 -3.0318 -0.5199
H -4.6349 -4.0602 -2.2743
H -3.5670 -4.7920 -4.3819
H -1.1399 -4.4325 -4.7028
H 0.1927 -3.3869 -2.9629
H 1.7397 -2.0534 -1.9278
H 3.7904 -3.2087 -2.5542
H 4.3706 -5.3714 -1.4979
H 3.7741 -7.2153 -0.0638
H 2.2041 -8.3131 1.4933
H 0.1693 -7.1135 2.2144
H -0.3252 -4.8882 1.3513
Se 1.7388 0.8563 -1.7334
C 2.8158 -0.2003 -0.7697
N 3.4661 -0.8907 -0.1190
*
```

Values from the calculation:
⟨S²⟩ = 3.80
calculated total energy = -183058.5333 eV